Molecular formula: C2H12N3O2
Method: DFT, ωB97M-V with the def2-TZVPD basis set

The geometry in XYZ format:
```
19
Properties=species:S:1:pos:R:3:forces:R:3
C 2.029 1.630 -0.351 0.35 -1.58 1.57
N 0.903 0.721 -0.087 -0.34 0.97 -1.05
C 0.500 -0.188 -0.976 0.64 -1.44 1.30
N -0.682 -0.759 -0.826 -1.01 -0.33 -0.13
N 1.351 -0.787 -1.839 -0.88 1.00 0.32
H 2.470 1.823 0.625 -0.12 0.48 0.04
H 1.743 2.533 -0.838 -0.06 0.50 -0.57
H 2.825 1.052 -0.814 -0.03 0.35 -0.55
H 0.188 1.025 0.578 0.13 0.03 -0.19
H -1.369 -0.538 -0.118 0.40 0.39 0.29
H -0.906 -1.655 -1.231 0.30 0.13 -0.33
H 1.141 -1.761 -1.975 0.59 0.03 -0.60
H 2.245 -0.360 -1.989 0.20 -0.55 -0.16
H -1.792 1.830 2.004 -0.01 0.00 -0.02
H -1.169 0.542 2.561 0.05 0.08 0.06
O -1.318 1.032 1.744 -0.05 -0.12 0.02
H -2.717 -1.445 1.692 -0.19 -0.10 0.06
H -3.098 -2.581 0.732 -0.11 -0.05 0.13
O -2.345 -2.114 1.109 0.14 0.21 -0.19
```
Forces are in eV/Å.

Results
HOMO-LUMO gap: 11.44 eV
HOMO level: -0.526 Ha
M: 110.14 g/mol
Net charge: +1
Energy relative to the best compared isomer or geometry (same formula, charge and spin): 6.90 kcal per mole
E: -397.95303 Eh


Molecular formula: C2H6N2
Method: DFT, ωB97M-V with the def2-TZVPD basis set

The geometry in XYZ format:
```
10
Properties=species:S:1:pos:R:3:forces:R:3
C -0.558 1.450 0.381 -0.51 2.14 -0.49
C 0.903 -1.783 -0.182 1.26 1.67 1.65
H -0.693 2.282 -0.646 0.36 -2.07 3.62
H 0.558 1.668 1.070 -3.97 -0.54 -2.22
H -1.719 1.530 1.149 3.84 -0.23 -2.30
H -0.977 -0.140 -1.072 0.90 0.13 1.10
H 0.361 -2.363 -0.944 0.05 0.51 0.23
H 1.861 -2.243 0.278 -1.96 0.80 -0.80
N -0.360 0.155 -0.283 -0.72 1.17 0.66
N 0.624 -0.557 0.248 0.75 -3.58 -1.46
```
Forces are in eV/Å.

Results
HOMO-LUMO gap: 9.27 eV
HOMO level: -0.301 Ha
M: 58.08 g/mol
Energy relative to the best compared isomer or geometry (same formula, charge and spin): 108.08 kcal per mole
E: -189.15733 Eh